[1]
ORCA calculation (wB97M-V/def2-TZVPD) on 14 unconnected molecules or ions with the total composition C42H80O42S6 at a distorted geometry.

```
170
Properties=species:S:1:pos:R:3
O -2.69718 -3.96774 2.72699
S -2.20332 -5.24608 2.29186
O -3.11341 -6.20916 1.72730
O -1.05727 -4.86557 1.22602
C -0.63230 -5.79538 0.23181
C 0.25089 -5.18173 -0.83279
C -1.15759 -6.00631 3.56047
H -1.47133 -6.33965 -0.20626
H -0.09710 -6.58583 0.77358
H -0.06364 -4.14293 -0.99946
H 0.14606 -5.62728 -1.81972
H 1.30414 -5.02745 -0.59908
H -0.45649 -5.23811 3.87604
H -0.60972 -6.87094 3.19226
H -1.81154 -6.32532 4.36925
O -0.54484 0.23764 5.99691
S -1.67119 1.02876 5.54543
O -2.74686 1.39903 6.44948
O -1.11223 2.39689 4.82795
C 0.14857 2.24196 4.15391
C 1.30455 2.67978 5.06170
C -2.31143 0.31212 4.04027
H 0.16147 3.05633 3.42782
H 0.33869 1.29584 3.65504
H 2.23452 2.49570 4.52238
H 1.31888 2.00678 5.92339
H 1.15991 3.68296 5.45314
H -3.03040 -0.46040 4.30799
H -1.50133 -0.01250 3.39510
H -2.88459 1.07166 3.50962
O 1.23847 2.60820 -1.36546
S 1.09463 1.58283 -0.34159
O 0.71055 1.97404 1.00106
O 0.30736 0.26340 -0.87944
C -0.73196 -0.21003 0.05128
C -0.14131 -1.44409 0.72730
C 2.72969 0.76669 -0.19052
H -1.59197 -0.55344 -0.52731
H -1.22182 0.56756 0.63436
H 0.07900 -2.16875 -0.05354
H -0.77737 -1.82962 1.52509
H 0.79151 -1.19822 1.24193
H 3.31997 0.86870 -1.09930
H 2.44794 -0.28125 -0.11236
H 3.19792 1.20656 0.68272
O -3.78475 7.40006 0.92283
S -2.61374 7.85968 0.24788
O -1.91227 9.03421 0.73130
O -1.54395 6.64513 0.14696
C -0.45574 6.57308 1.09363
C 0.14521 5.16471 1.04329
C -2.86105 8.19023 -1.50287
H -0.81373 6.90511 2.07094
H 0.28938 7.35267 0.90923
H -0.13181 4.69417 1.98072
H 1.21932 5.37403 1.02755
H -0.00437 4.59440 0.13336
H -3.23755 9.20846 -1.53381
H -3.67959 7.52979 -1.79008
H -1.91219 8.01392 -1.99280
O 2.42111 -1.56858 3.27163
S 3.59650 -1.12015 3.98293
O 3.48700 -0.23070 5.09359
O 4.37027 -2.45493 4.49066
C 4.24194 -3.64669 3.65998
C 5.54186 -4.39803 3.58946
C 4.86548 -0.45894 2.85086
H 3.84223 -3.47313 2.65996
H 3.48739 -4.17367 4.25163
H 6.29431 -3.82819 3.05213
H 5.26754 -5.34005 3.10895
H 5.82883 -4.68671 4.60104
H 5.66276 -0.10007 3.49545
H 4.39593 0.33598 2.27613
H 5.24477 -1.17176 2.12373
O -5.97570 -2.64714 -4.10204
S -4.68845 -3.26021 -4.34039
O -3.79816 -2.79510 -5.36031
O -3.81654 -3.19691 -2.91561
C -4.58810 -3.25836 -1.69827
C -3.61618 -3.28187 -0.53069
C -4.87937 -5.06934 -4.44691
H -5.05880 -4.24403 -1.77962
H -5.34159 -2.47702 -1.62021
H -3.97720 -4.02505 0.18442
H -3.34448 -2.35823 -0.02067
H -2.63533 -3.72117 -0.74279
H -5.54251 -5.51328 -3.71047
H -3.89742 -5.42927 -4.13343
H -5.06396 -5.30959 -5.48900
C -1.37633 3.49757 -3.24244
C -1.93793 4.55361 -2.32829
O -3.27017 4.83864 -2.78012
C -3.39950 4.20458 -3.98678
O -4.39676 4.22799 -4.62251
O -2.21967 3.68055 -4.41249
H -1.46881 2.46373 -2.90677
H -0.33956 3.56978 -3.56190
H -1.36704 5.47776 -2.41551
H -1.93154 4.21495 -1.29498
C 0.13105 -4.24224 5.26083
C -0.06606 -3.00037 4.44492
O -1.33451 -2.52193 4.89721
C -1.97345 -3.45958 5.57011
O -3.05431 -3.38877 6.06229
O -1.20879 -4.60093 5.61642
H 0.74011 -4.10192 6.15655
H 0.64390 -5.02128 4.69432
H -0.10424 -3.16692 3.36909
H 0.63381 -2.21270 4.70951
C 0.40053 -1.54419 -6.22246
C 1.57682 -1.90778 -5.36498
O 1.42769 -1.10647 -4.22289
C 0.39114 -0.24795 -4.32584
O 0.14647 0.63164 -3.56050
O -0.34946 -0.61855 -5.41000
H -0.26460 -2.39196 -6.35132
H 0.77527 -1.04965 -7.11657
H 2.56606 -1.78779 -5.80733
H 1.53279 -2.97049 -5.10775
C -3.54321 0.15519 -2.32916
C -3.03506 0.12250 -3.79758
O -4.17442 0.45546 -4.55843
C -5.27491 0.57087 -3.79858
O -6.35310 0.82617 -4.22109
O -4.86124 0.64294 -2.52159
H -3.14664 0.95010 -1.69201
H -3.40718 -0.77117 -1.77077
H -2.59102 -0.85777 -3.97018
H -2.27276 0.86539 -4.02107
C 6.97960 -1.25092 -0.83911
C 6.11986 -0.71939 -1.96562
O 4.90819 -1.49221 -1.91073
C 4.85669 -2.12392 -0.74412
O 3.90622 -2.69251 -0.28688
O 5.96952 -1.85465 -0.03110
H 7.58804 -0.47564 -0.38092
H 7.64760 -2.05795 -1.15572
H 6.52575 -0.72275 -2.97279
H 5.86587 0.31773 -1.73011
C -6.99066 -0.33251 1.93958
C -6.80731 -1.06905 0.60154
O -5.52710 -0.65686 0.16384
C -4.91918 0.10395 1.06609
O -3.78643 0.45413 0.92241
O -5.76741 0.37998 2.08331
H -7.06031 -1.04379 2.75779
H -7.82986 0.35536 1.86552
H -7.57703 -0.98805 -0.16647
H -6.90072 -2.14734 0.77394
C 3.13058 3.77022 -3.48313
C 2.67663 2.52687 -4.20891
O 3.88702 2.10283 -4.83022
C 4.92629 2.47629 -4.02406
O 6.01924 2.02327 -4.08459
O 4.49413 3.43568 -3.16565
H 2.66246 4.05717 -2.54946
H 3.21740 4.58440 -4.20844
H 1.81992 2.79202 -4.82500
H 2.36375 1.76293 -3.49616
C 4.71160 3.82272 0.35575
C 5.56150 4.93661 -0.20370
O 6.60178 4.20923 -0.82719
C 6.67770 2.98363 -0.26885
O 7.50063 2.17301 -0.57804
O 5.66907 2.79397 0.57770
H 3.91425 3.48668 -0.30962
H 4.23579 4.11579 1.29324
H 5.86159 5.79239 0.40172
H 4.95011 5.39855 -0.98817
```

## Properties
Energy   -195852.38050 eV
Highest occupied orbital energy   -10.3 eV
Orbital gap   10.1 eV



[2]
ORCA calculation (wB97M-V/def2-TZVPD) on a molecular structure, C6H18N4O7S2Si2 at a distorted geometry.

```
39
Properties=species:S:1:pos:R:3
C 3.38931 -1.74212 -3.26780
C 3.41758 -0.57003 -2.92774
C 3.10671 0.88491 -2.46628
Si 2.53770 0.79777 -0.64486
N 3.44830 2.04387 0.25791
O 0.88786 1.16272 -0.39085
Si -0.22272 0.07402 -1.07541
N 0.15671 -0.44109 -2.71628
S -2.12118 1.12546 -1.19240
C -0.56046 -1.50327 -0.03725
S 0.46838 -1.72226 1.44450
O 0.05065 -2.89312 2.25196
O 0.46021 -0.52712 2.31163
H 3.22475 -2.83392 -3.32590
H 4.01312 1.51183 -2.64385
H 2.27825 1.28040 -3.10710
H 2.95533 -0.50883 -0.10897
H 4.37532 1.65749 0.44785
H 3.51791 2.86501 -0.35456
H 0.20630 -1.46565 -2.75720
H -0.58684 -0.13493 -3.35490
H -1.80351 2.40370 -0.77281
H -1.62640 -1.47379 0.32184
H -0.47834 -2.39291 -0.72105
H 1.75413 -2.03426 1.01538
C -6.85220 1.15358 -2.46375
N -5.51116 0.84717 -1.89783
O -4.96882 1.71316 -1.23902
O -5.05368 -0.25458 -2.13729
H -7.13127 2.16176 -2.17160
H -6.77808 1.06983 -3.54568
H -7.55182 0.42518 -2.06015
C 1.08168 -0.72033 5.34918
N 2.19292 0.05217 5.96502
O 1.90021 1.02372 6.63683
O 3.32326 -0.34507 5.75130
H 0.13939 -0.25478 5.62268
H 1.22343 -0.69909 4.27079
H 1.13705 -1.73656 5.73367
```

## Properties
Energy   -64228.43312 eV
Highest occupied orbital energy   -9.7 eV
Orbital gap   9.7 eV



[3]
ORCA calculation (wB97M-V/def2-TZVPD) on 9 unconnected molecules or ions with the total composition C21H43F7N4O19PS3 at a distorted geometry.

```
98
Properties=species:S:1:pos:R:3
P 0.38397 0.15491 -1.78828
F -0.35039 0.50454 -0.40124
F -1.04185 -0.35775 -2.41308
F 0.02127 1.70716 -2.28342
F 1.15050 -0.10292 -3.22592
F 1.77415 0.72607 -1.18343
F 0.50732 -1.44674 -1.31427
C -1.04171 1.40376 -5.77033
C -1.02250 -0.03526 -6.21184
O -0.94943 -0.28776 -7.45113
N -1.03778 -0.95066 -5.29631
C -1.00949 -2.43210 -5.38601
H -2.10101 1.57529 -5.57918
H -0.70560 1.98489 -6.62907
H -0.36980 1.83558 -5.02859
H -0.93521 -0.54067 -4.37898
H -1.19678 -2.91665 -4.42776
H -0.05504 -2.83608 -5.72354
H -1.77552 -2.62224 -6.13777
C -3.01513 -3.21286 3.45517
C -2.31681 -3.31923 2.13376
O -1.30722 -4.07692 2.06175
N -2.81712 -2.43712 1.22190
C -2.09300 -2.20044 -0.03800
H -2.26576 -3.01368 4.22125
H -3.35181 -4.23304 3.63954
H -3.95138 -2.65485 3.44362
H -3.68268 -1.91665 1.21565
H -2.69817 -1.48506 -0.59486
H -1.95862 -3.07964 -0.66812
H -1.11686 -1.89443 0.33830
C 0.66045 -1.03349 3.04002
C 1.77577 -1.92560 3.39322
O 2.02015 -2.07741 4.56837
N 2.45937 -2.66210 2.45214
C 3.69704 -3.43894 2.70312
H 0.93900 -0.11890 3.56350
H -0.29728 -1.45792 3.34120
H 0.62360 -0.79089 1.97800
H 2.11373 -2.52599 1.51293
H 3.29573 -4.36631 3.11184
H 4.38569 -2.96865 3.40503
H 4.19144 -3.98893 1.90238
C -3.00370 1.96487 2.13968
C -3.70681 1.06665 3.15696
O -4.87927 0.65081 2.96046
N -2.84499 0.63584 4.09123
C -3.25954 -0.05142 5.25620
H -3.78000 2.05790 1.38021
H -2.25190 1.40727 1.58115
H -2.76677 2.92256 2.60314
H -1.99560 1.18119 4.12630
H -4.32489 -0.26520 5.17004
H -3.23680 0.51842 6.18511
H -2.61137 -0.92568 5.31649
C 3.79027 0.54400 1.00467
C 5.21690 0.74355 1.67581
O 4.90391 1.05583 3.02857
C 3.70513 1.60679 3.11140
O 3.38028 2.26089 4.04130
O 3.00309 1.29347 1.99849
F 5.97690 1.71400 1.01000
H 3.31672 -0.43774 0.99812
H 3.67870 0.75293 -0.05928
H 5.79845 -0.17754 1.63711
C -3.49327 2.18571 -1.60968
C -2.90156 2.29531 -3.03912
O -3.99879 2.14477 -3.89718
S -5.46454 2.16115 -3.13912
O -6.40621 1.15764 -3.71454
O -5.91012 3.52719 -2.86099
O -4.74835 1.51321 -1.81262
H -3.67375 3.19604 -1.24257
H -2.96073 1.59987 -0.86049
H -2.08275 1.58304 -3.14071
H -2.44377 3.28027 -3.13070
C 0.65807 4.96508 -0.00953
C 0.58573 3.58862 0.45115
O 0.83904 3.61752 1.81476
S 0.25476 4.94066 2.50876
O 1.22774 5.46774 3.39892
O -1.12701 4.72932 2.92550
O 0.21673 5.76809 1.11045
H 0.01410 5.20720 -0.85499
H 1.69347 5.11048 -0.31760
H 1.50713 3.15628 0.06104
H -0.24966 2.93159 0.20920
C 3.38896 -3.14616 -1.73171
C 3.93001 -1.94500 -2.54049
O 5.28135 -2.29614 -2.73763
S 5.88211 -2.80029 -1.23669
O 6.23365 -1.62772 -0.45234
O 6.85729 -3.87325 -1.48206
O 4.41609 -3.28702 -0.72923
H 3.31256 -4.05982 -2.32121
H 2.39377 -2.99013 -1.31536
H 3.66558 -1.05438 -1.97042
H 3.45844 -2.05057 -3.51752
```

## Properties
Energy   -128159.86696 eV
Charge   -1
Highest occupied orbital energy   -7.4 eV
Orbital gap   9.4 eV



[4]
ORCA calculation (wB97M-V/def2-TZVPD) on 10 unconnected molecules or ions with the total composition C36H101N9O10 at a distorted geometry.

```
156
Properties=species:S:1:pos:R:3
O -1.91841 1.18176 6.45945
H -1.26236 0.79679 7.04050
H -1.44696 1.86710 5.98587
C 2.79786 -3.31582 5.04764
C 2.10849 -1.96291 4.60371
C 2.84559 -1.29531 3.40290
O 4.19333 -1.09725 3.78552
C 4.91007 -0.32297 2.77134
N 0.70232 -2.15131 4.44717
H 2.91907 -3.96414 4.17982
H 2.17673 -3.85114 5.76578
H 3.69835 -3.10891 5.62593
H 2.12482 -1.35194 5.50624
H 2.50368 -0.27548 3.22645
H 2.67382 -1.75032 2.42741
H 4.78028 -0.77520 1.78811
H 5.96516 -0.08456 2.90559
H 4.45163 0.63567 2.52860
H 0.37800 -1.33026 3.95648
H 0.63571 -2.86671 3.73734
C -3.11962 -0.99385 -6.12637
C -2.60877 -1.46673 -4.74643
C -3.51731 -0.92573 -3.64555
O -3.00742 -1.22170 -2.37113
C -3.82472 -0.82130 -1.34741
N -2.48371 -2.90110 -4.65849
H -3.35048 0.06707 -6.03016
H -3.89335 -1.53729 -6.66869
H -2.35404 -1.17274 -6.88134
H -1.59622 -1.07786 -4.63859
H -4.54553 -1.27447 -3.74166
H -3.55095 0.15392 -3.79159
H -3.42757 -0.86324 -0.33321
H -4.79466 -1.31847 -1.33524
H -3.96428 0.25810 -1.40669
H -2.58760 -3.11340 -3.67654
H -3.16450 -3.43700 -5.17757
C -2.74379 2.96740 -1.94629
C -1.63603 3.72384 -2.62207
C -1.83039 5.27977 -2.45942
O -3.09606 5.73374 -2.86936
C -3.06820 7.08800 -3.33324
N -0.34687 3.29757 -2.13827
H -3.14175 3.26715 -0.97681
H -2.51014 1.90402 -1.89423
H -3.70250 2.91642 -2.46240
H -1.69507 3.44252 -3.67349
H -1.03270 5.77048 -3.01710
H -1.63900 5.51099 -1.41156
H -3.32980 7.80106 -2.55144
H -3.78274 7.33743 -4.11766
H -2.05334 7.39114 -3.59068
H -0.28845 2.31594 -1.90787
H -0.19457 3.85017 -1.30668
C 1.02154 -1.53263 0.19248
C -0.07286 -0.48820 -0.01228
C -0.55834 0.07636 1.35260
O -1.04988 -0.94862 2.32338
C -1.85763 -0.47605 3.28281
N 0.34056 0.60632 -0.90553
H 1.07002 -2.16241 -0.69585
H 0.66064 -2.14547 1.01849
H 1.96341 -1.04485 0.44360
H -0.99494 -0.85412 -0.46392
H -1.32500 0.84089 1.22680
H 0.32024 0.58313 1.75181
H -2.21066 -1.10699 4.09853
H -2.77456 -0.00611 2.92713
H -1.29469 0.36763 3.68205
H 0.80482 0.17095 -1.68975
H 1.07416 1.16723 -0.49649
C -3.81801 3.91072 2.58463
C -2.97597 3.24384 3.67104
C -2.03621 4.21742 4.38923
O -1.23253 3.49505 5.29128
C -0.87676 4.27426 6.37078
N -3.98282 2.71161 4.61366
H -3.15300 4.25659 1.79328
H -4.48496 4.67561 2.98242
H -4.37003 3.14846 2.03477
H -2.41141 2.41931 3.23569
H -2.78256 4.86720 4.84623
H -1.41547 4.93027 3.84643
H -0.09686 3.84042 6.99660
H -1.80397 4.29654 6.94338
H -0.62267 5.30226 6.11240
H -3.55676 2.13445 5.32461
H -4.67862 2.13435 4.16341
C 3.59368 -1.50354 -3.16253
C 3.37127 -0.07734 -2.64959
C 4.69037 0.81479 -2.64969
O 5.38763 0.64843 -1.39858
C 4.76239 1.09334 -0.24985
N 2.29122 0.52981 -3.43308
H 4.04866 -1.54409 -4.15220
H 2.65733 -2.05566 -3.24327
H 4.28683 -1.93618 -2.44108
H 3.03574 -0.25263 -1.62744
H 4.44702 1.87338 -2.74057
H 5.33503 0.57859 -3.49628
H 5.50976 0.93375 0.52736
H 3.83364 0.77470 0.22342
H 4.59832 2.16849 -0.32223
H 2.55911 0.34170 -4.38857
H 2.26044 1.52971 -3.29397
C 1.33347 3.25864 2.93131
C 1.63216 3.51608 1.40126
C 1.45529 5.06952 1.23000
O 1.29889 5.17886 -0.18207
C 1.03714 6.45500 -0.58368
N 3.03843 3.25309 1.21692
H 1.91372 3.81140 3.67015
H 1.51020 2.20479 3.14640
H 0.27222 3.39584 3.13880
H 0.97713 2.94093 0.74687
H 2.29282 5.60192 1.68075
H 0.54752 5.44456 1.70266
H 0.26778 6.91373 0.03741
H 0.82013 6.67201 -1.62959
H 1.92755 7.07577 -0.48409
H 3.32256 3.78015 0.40354
H 3.64267 3.50910 1.98467
C 4.26287 -7.02558 -3.77028
C 3.10448 -6.17836 -3.40306
C 3.35210 -5.02882 -2.40124
O 3.42294 -5.45838 -1.01828
C 2.93698 -4.43935 -0.21077
N 2.67907 -5.63145 -4.66970
H 4.03177 -7.80319 -4.49831
H 4.60663 -7.52775 -2.86599
H 5.19533 -6.49590 -3.96533
H 2.43102 -6.88276 -2.91482
H 2.54007 -4.31495 -2.53944
H 4.25572 -4.45075 -2.59465
H 2.83212 -4.86327 0.78793
H 1.88505 -4.29595 -0.45771
H 3.44283 -3.47471 -0.25180
H 3.39566 -5.07981 -5.11947
H 1.91664 -4.97755 -4.56374
C -1.65408 -3.75115 0.60832
C -2.47601 -4.96879 0.21175
C -3.49406 -4.81351 -0.87744
O -4.61685 -3.96459 -0.57911
C -5.73525 -3.93904 -1.43146
N -1.49543 -5.93771 -0.29767
H -0.85792 -4.02445 1.30081
H -2.15155 -2.99647 1.21747
H -1.17577 -3.20161 -0.20242
H -2.92306 -5.34401 1.13232
H -3.82758 -5.81021 -1.16635
H -3.02879 -4.44092 -1.79001
H -6.50392 -3.25408 -1.07358
H -6.20431 -4.92262 -1.45733
H -5.37243 -3.58096 -2.39491
H -2.01336 -6.71440 -0.68318
H -0.89229 -6.23996 0.45397
```

## Properties
Energy   -72846.59776 eV
Charge   -1
Highest occupied orbital energy (spin up / spin down)   0.7 / -6.7 eV
Orbital gap (spin up / spin down)   1.4 / 8.8 eV
2S+1   2